Record 1
Density functional theory data (ωB97M-V with the def2-TZVPD basis set) for C44H41Cl3N6O4SiSn as an isolated structure.

Each line ends with the Mulliken charge.
CARTESIAN COORDINATES (ANGSTROEM)
1 Sn 1.08840 -0.12979 -1.29377  0.961
2 C 0.84338 -4.09478 -2.62999  -0.934
3 C 2.16523 -3.44706 -2.91815  0.746
4 C 3.34160 -4.18764 -2.88320  -0.723
5 C 4.54238 -3.55119 -3.12610  -0.833
6 C 4.54070 -2.20713 -3.44251  -0.690
7 C 3.32580 -1.53042 -3.48256  0.743
8 N 2.16543 -2.13611 -3.19977  -0.127
9 C 3.29834 -0.07989 -3.83562  0.581
10 C 4.36411 0.46664 -4.54023  -0.828
11 C 4.38745 1.82451 -4.76358  -0.810
12 C 3.32509 2.59685 -4.34417  -0.945
13 C 2.24163 1.98687 -3.71914  0.630
14 N 2.25440 0.67052 -3.45257  0.134
15 C 1.03519 2.80501 -3.39586  0.865
16 C 1.11431 4.19122 -3.42911  -0.777
17 C -0.03917 4.93821 -3.28645  -0.659
18 C -1.23665 4.28244 -3.11251  -0.671
19 C -1.23571 2.89280 -3.02511  0.769
20 C -2.54141 2.17825 -2.83384  -1.210
21 N -0.11996 2.16806 -3.15790  -0.060
22 H 0.95445 -5.16791 -2.48026  0.442
23 H 0.15028 -3.91085 -3.45047  0.223
24 H 0.41445 -3.64773 -1.73126  -0.001
25 H 3.31311 -5.24079 -2.63815  0.388
26 H 5.47655 -4.09455 -3.06370  0.424
27 H 5.47214 -1.68745 -3.60109  0.282
28 H 5.17414 -0.15943 -4.88285  0.386
29 H 5.23175 2.28200 -5.26252  0.441
30 H 3.33786 3.66110 -4.51808  0.224
31 H 2.06056 4.69682 -3.54793  0.365
32 H 0.00171 6.01915 -3.32442  0.441
33 H -2.16666 4.82857 -3.02802  0.437
34 H -3.05368 2.08060 -3.79456  0.373
35 H -3.18959 2.73315 -2.15547  0.440
36 H -2.36568 1.18732 -2.44507  -0.009
37 O -6.15590 -4.44217 -1.72396  -0.494
38 C -5.53552 -3.89283 -2.87050  -0.776
39 C -4.17998 -3.35715 -2.50457  0.404
40 C -3.23530 -3.10904 -3.49171  -1.255
41 C -2.00563 -2.59697 -3.11557  -0.590
42 N -1.68660 -2.33993 -1.85279  0.453
43 C -2.58489 -2.57750 -0.89626  -0.732
44 C -3.84969 -3.08087 -1.18609  -0.398
45 C -2.15068 -2.30080 0.50507  0.203
46 C -3.14424 -1.73057 1.46593  0.286
47 C -2.75009 -1.76948 2.96370  1.876
48 C -3.57444 -2.72173 3.81197  -0.976
49 O -3.38463 -4.07630 3.43540  -0.548
50 C -1.29016 -2.02037 3.15246  -1.522
51 C -0.49189 -2.33217 2.13457  -0.430
52 N -0.93054 -2.52692 0.80401  -0.154
53 H -6.97602 -4.86801 -1.98266  0.301
54 H -6.12970 -3.06482 -3.27689  0.285
55 H -5.42680 -4.64046 -3.66221  0.380
56 H -3.45335 -3.31213 -4.53387  0.415
57 H -1.23224 -2.37791 -3.84665  0.627
58 H -4.56747 -3.29531 -0.40639  0.673
59 H -4.13008 -2.16549 1.29949  0.693
60 H -4.63566 -2.51937 3.65594  0.464
61 H -3.33999 -2.56500 4.87351  0.399
62 H -2.44980 -4.29413 3.52745  0.357
63 H -0.89209 -1.94264 4.15966  0.348
64 H 0.56973 -2.50543 2.27457  0.612
65 Cl 5.62201 0.41863 -1.51473  -0.340
66 Si 3.81384 0.36048 -0.35340  0.570
67 Cl 4.23757 1.91155 0.94187  -0.261
68 Cl 4.19974 -1.39375 0.80630  -0.383
69 C 3.57762 4.21267 5.75566  -1.715
70 C 2.82335 3.09410 5.07974  1.073
71 C 3.45243 1.86991 4.87389  -0.913
72 C 2.77573 0.81618 4.28227  -0.999
73 C 1.44604 0.96126 3.93154  -0.407
74 C 0.80259 2.18009 4.14027  -0.010
75 N -0.57431 2.31273 3.90507  0.162
76 C -1.31844 1.36100 3.20559  -0.323
77 C -2.30447 0.69203 3.80971  -1.376
78 C -3.18560 -0.26582 3.09086  -0.946
79 C -3.20491 -0.16037 1.54398  -0.534
80 C -2.00181 0.56409 0.99838  -0.731
81 C -1.11007 1.23001 1.73361  1.776
82 C -0.06992 2.09178 0.99297  -0.501
83 O -0.07829 3.28898 1.20966  -0.665
84 O 0.68548 1.52165 0.09959  -0.367
85 C 1.49854 3.26916 4.67487  1.298
86 C 0.79290 4.59599 4.78771  -1.848
87 H 4.52424 3.84681 6.15132  0.403
88 H 3.00183 4.62760 6.58532  0.362
89 H 3.79371 5.02444 5.05611  0.351
90 H 4.48754 1.74218 5.17018  0.322
91 H 3.27908 -0.12667 4.10969  0.431
92 H 0.88773 0.12645 3.52306  0.212
93 H -1.07097 2.79757 4.63216  0.403
94 H -2.47514 0.83590 4.87226  0.397
95 H -4.19229 -0.24036 3.51634  0.761
96 H -4.11483 0.26495 1.11102  0.432
97 H -1.88347 0.56863 -0.07315  0.314
98 H 0.16294 4.74915 3.90903  0.355
99 H 1.50464 5.41700 4.84310  0.451
100 H 0.15669 4.64214 5.68047  0.326

Properties
ΔE to the lowest compared entry with this formula, charge and spin: 316.8 kJ/mol
Frontier orbital gap: 6.747 eV
F_max: 0.01428 hartree/bohr
Spin multiplicity: 1
LUMO level: -0.37 eV
E: -4215.3179 hartree
Net charge: 0


Record 2
Density functional theory data (ωB97M-V with the def2-TZVPD basis set) for C44H41CrN8O3S5 as an isolated structure.

Each line ends with the Löwdin spin population.
CARTESIAN COORDINATES (ANGSTROEM)
1 Cr 0.15880 -0.29883 -0.52518  2.941
2 N -1.19836 3.77688 -1.53010  0.030
3 C -0.79529 2.54738 -1.01463  0.068
4 S -0.62400 1.25124 -2.18405  0.012
5 N -0.63814 2.47494 0.26177  -0.010
6 N -0.29267 1.21263 0.69278  0.219
7 C -0.04533 1.01371 1.99700  0.152
8 C -0.12770 2.10813 2.99174  0.014
9 C -1.03886 2.05319 4.04019  0.011
10 C -1.08530 3.06348 4.99309  0.000
11 C -0.21856 4.14147 4.90266  0.007
12 C 0.69315 4.20527 3.85442  0.000
13 C 0.73505 3.19861 2.90609  0.008
14 C 0.37851 -0.28326 2.35288  0.107
15 C 0.70728 -0.69936 3.66962  0.044
16 C 1.11628 -1.97670 3.89850  0.058
17 C 1.21647 -2.89092 2.82315  0.107
18 C 0.92894 -2.42886 1.56842  0.018
19 N 0.52490 -1.17904 1.30923  0.128
20 H -0.91932 3.93602 -2.48373  0.002
21 H -1.03105 4.54642 -0.90077  0.001
22 H -1.71649 1.21008 4.10409  0.001
23 H -1.79788 3.00484 5.80676  0.000
24 H -0.24774 4.92728 5.64744  0.001
25 H 1.38427 5.03581 3.78573  0.000
26 H 1.45098 3.23766 2.09487  0.000
27 H 0.66756 0.02425 4.46922  0.000
28 H 1.38681 -2.28337 4.90160  0.002
29 H 1.55432 -3.90721 2.96119  0.007
30 H 1.04080 -3.07950 0.70723  -0.001
31 C -3.38655 -5.47319 -1.77453  0.000
32 C -3.50648 -4.22035 -2.63214  0.000
33 N -3.37330 -2.97707 -1.87152  0.001
34 C -4.60596 -2.29776 -1.49078  0.000
35 C -5.26100 -2.86989 -0.23856  0.000
36 C -2.16357 -2.55823 -1.44362  0.002
37 S -2.08438 -1.26866 -0.33800  0.001
38 N -1.14950 -3.32900 -1.89610  0.006
39 C 0.11809 -2.99022 -1.87638  0.008
40 O 0.64444 -1.86005 -1.66574  0.032
41 C 1.09483 -4.09948 -2.16218  -0.001
42 C 0.66286 -5.34106 -2.61965  0.000
43 C 1.57748 -6.36070 -2.82928  0.000
44 C 2.92750 -6.14940 -2.57023  0.001
45 C 3.35977 -4.91518 -2.10792  0.000
46 C 2.44449 -3.88973 -1.90960  0.001
47 H -3.44833 -6.36369 -2.40340  0.000
48 H -4.18077 -5.52559 -1.03022  0.000
49 H -2.42696 -5.48130 -1.25785  0.000
50 H -4.48442 -4.18293 -3.11467  0.000
51 H -2.75104 -4.23628 -3.41436  0.000
52 H -5.28130 -2.36658 -2.34596  0.000
53 H -4.37301 -1.24684 -1.33433  0.000
54 H -5.67684 -3.86265 -0.41582  0.000
55 H -6.07169 -2.21692 0.08865  0.000
56 H -4.53199 -2.93474 0.56930  0.000
57 H -0.39118 -5.49017 -2.81017  0.000
58 H 1.23686 -7.32395 -3.18850  0.000
59 H 3.63909 -6.95197 -2.72144  0.000
60 H 4.40515 -4.74739 -1.88213  0.000
61 H 2.76702 -2.92842 -1.52824  0.000
62 O 3.19829 1.39605 4.19970  0.001
63 S 4.28623 1.07719 3.31552  0.000
64 O 5.10329 2.16752 2.84216  0.000
65 N 3.80939 0.16161 2.04966  0.002
66 C 4.35646 -1.04060 2.05357  0.000
67 S 4.27167 -2.13541 0.79106  0.001
68 C 5.18944 -1.30544 3.28684  0.000
69 C 5.80941 -2.47737 3.67557  0.000
70 C 6.53968 -2.47310 4.85790  0.000
71 C 6.65272 -1.31511 5.62655  0.000
72 C 6.02039 -0.13992 5.23840  0.000
73 C 5.29056 -0.17422 4.06558  0.000
74 H 5.71144 -3.36284 3.06075  0.000
75 H 7.02927 -3.38085 5.18783  0.000
76 H 7.24062 -1.33180 6.53581  0.000
77 H 6.08947 0.76322 5.82996  0.000
78 N 2.08825 0.45572 -0.54465  0.007
79 S 3.13634 -0.19106 -1.60186  0.005
80 C 2.78969 0.78712 -3.06411  0.002
81 C 2.82509 2.17182 -3.04052  0.001
82 C 2.43132 2.86808 -4.16698  0.001
83 C 1.98870 2.18408 -5.29830  0.000
84 C 1.94796 0.80019 -5.30378  0.000
85 C 2.34998 0.09506 -4.17416  0.000
86 C 4.74340 0.47802 -1.23256  -0.002
87 C 4.91371 1.50923 -0.33059  0.000
88 C 6.20128 1.95987 -0.06596  0.000
89 C 7.28544 1.39622 -0.71984  0.000
90 C 7.09301 0.37250 -1.64352  0.000
91 C 5.81787 -0.09758 -1.89745  0.000
92 H 2.51839 0.47956 0.38608  0.003
93 H 3.13571 2.69587 -2.14288  0.000
94 H 2.45190 3.95037 -4.16054  0.000
95 H 1.66111 2.73714 -6.16911  0.000
96 H 1.58256 0.26602 -6.17108  0.000
97 H 2.30041 -0.98769 -4.14853  0.000
98 H 4.06943 1.93019 0.19515  0.000
99 H 6.34168 2.73842 0.67201  0.000
100 H 8.28676 1.74885 -0.50733  0.000
101 H 7.94070 -0.07459 -2.14662  0.000
102 H 5.65474 -0.91588 -2.58886  0.000

Properties
ΔE to the lowest compared entry with this formula, charge and spin: 0.0 kJ/mol
Frontier orbital gap (alpha / beta): 4.802 / 6.885 eV
F_max: 0.00747 hartree/bohr
Spin multiplicity: 5
LUMO level (alpha / beta): 2.36 / 2.32 eV
<S²>: 6.049
E: -5400.6491 hartree
Net charge: -1


Record 3
Density functional theory data (ωB97M-V with the def2-TZVPD basis set) for C44H42Cl2N5OP2S2ScSi2 as an isolated structure.

Each line ends with the Mulliken charge.
CARTESIAN COORDINATES (ANGSTROEM)
1 Sc 1.31897 0.50891 0.25826  -2.061
2 C 2.92518 -2.79276 -1.95271  -0.929
3 Si 1.86893 -3.05258 -0.42402  -0.003
4 C 2.96624 -3.46640 1.02725  -0.662
5 C 0.94484 -4.64793 -0.84894  -1.258
6 N 0.84080 -1.69399 -0.13371  1.198
7 P -0.36788 -1.65437 0.95486  2.269
8 C -0.55272 -0.13562 1.67725  -1.917
9 P -1.38418 1.06020 0.83962  2.399
10 N -0.78044 1.44350 -0.60683  0.672
11 Si -1.35255 2.53272 -1.78997  0.524
12 C -3.04063 3.37035 -1.54406  -1.259
13 C -0.19077 3.97346 -2.07814  -1.122
14 C -1.55884 1.64318 -3.43595  -0.946
15 C -3.20155 0.77737 0.66636  0.474
16 C -3.68056 0.21840 -0.52203  0.306
17 C -5.03472 -0.03965 -0.69751  -0.834
18 C -5.93545 0.26258 0.31688  -0.804
19 C -5.47066 0.80510 1.50844  -0.729
20 C -4.11180 1.05300 1.68319  -0.837
21 C -1.31912 2.54412 1.94447  0.069
22 C -2.14999 3.64956 1.75181  0.044
23 C -2.01384 4.79525 2.52575  -0.971
24 C -1.02473 4.86180 3.50070  -0.562
25 C -0.18979 3.77100 3.70225  -0.824
26 C -0.34790 2.61817 2.93943  -0.726
27 C -0.03373 -2.84050 2.32813  0.448
28 C 0.73853 -2.39599 3.40250  -0.513
29 C 1.10716 -3.26989 4.41653  -0.688
30 C 0.69039 -4.59744 4.38470  -0.505
31 C -0.09592 -5.04590 3.33253  -0.736
32 C -0.44971 -4.17175 2.30990  -0.597
33 C -1.86740 -2.39732 0.20685  0.474
34 C -2.98908 -2.65892 0.99596  -0.402
35 C -4.14404 -3.17897 0.43010  -0.783
36 C -4.19640 -3.42968 -0.93767  -0.591
37 C -3.09419 -3.14968 -1.73499  -0.886
38 C -1.93466 -2.63429 -1.16185  -0.479
39 H 3.69193 -3.58101 -1.97182  0.459
40 H 3.44271 -1.82985 -1.94876  0.191
41 H 2.33582 -2.88001 -2.87632  0.242
42 H 3.90769 -3.91345 0.68308  0.432
43 H 2.47769 -4.16818 1.71493  0.281
44 H 3.21390 -2.55774 1.58050  -0.042
45 H 1.65599 -5.31432 -1.35559  0.443
46 H 0.09836 -4.48133 -1.52664  0.272
47 H 0.57245 -5.16899 0.03751  0.295
48 H -2.91110 4.38324 -1.14442  0.306
49 H -3.73170 2.82673 -0.89331  0.229
50 H -3.51965 3.45626 -2.52815  0.497
51 H 0.13549 4.39765 -1.12057  0.240
52 H -0.70798 4.75547 -2.65110  0.493
53 H 0.70379 3.68441 -2.63728  0.196
54 H -2.49702 1.07264 -3.45502  0.306
55 H -0.73355 0.95296 -3.63481  0.054
56 H -1.59514 2.37677 -4.25491  0.406
57 H -2.97650 0.00998 -1.31836  0.318
58 H -5.38419 -0.48106 -1.62445  0.410
59 H -6.99647 0.08182 0.17769  0.354
60 H -6.16897 1.03965 2.30509  0.369
61 H -3.75257 1.46766 2.61921  0.502
62 H -2.91659 3.61729 0.99092  0.369
63 H -2.67455 5.64081 2.36141  0.398
64 H -0.90796 5.75927 4.09937  0.352
65 H 0.59570 3.80993 4.44890  0.449
66 H 0.28271 1.76164 3.11636  0.210
67 H 1.06135 -1.36467 3.42500  0.137
68 H 1.72904 -2.91106 5.22975  0.437
69 H 0.97927 -5.27952 5.17726  0.335
70 H -0.43057 -6.07710 3.30294  0.372
71 H -1.05809 -4.53362 1.49088  0.377
72 H -2.94855 -2.43975 2.05883  0.538
73 H -5.01001 -3.37874 1.05136  0.418
74 H -5.09952 -3.83556 -1.38105  0.365
75 H -3.13745 -3.32969 -2.80285  0.376
76 H -1.06462 -2.40275 -1.76762  0.123
77 S 2.75007 0.59861 2.52035  -0.749
78 C 4.16742 0.22141 1.61591  1.378
79 S 3.94896 -0.12098 -0.05244  -0.678
80 C 5.43102 0.16280 2.21935  0.531
81 C 5.62820 0.47852 3.60375  -0.054
82 N 5.82637 0.73875 4.71322  -0.702
83 C 6.60502 -0.22151 1.48884  -0.051
84 N 7.56781 -0.54227 0.93466  -0.681
85 Cl 3.64898 4.86793 -0.11385  -0.296
86 C 3.37040 3.77231 -1.43373  0.568
87 C 3.92896 4.06104 -2.68655  -0.416
88 C 3.70701 3.24853 -3.75837  0.611
89 Cl 4.40619 3.66583 -5.31435  -0.326
90 C 2.92813 2.07614 -3.61798  0.641
91 C 2.62829 1.16552 -4.65739  -1.316
92 C 1.86037 0.06744 -4.39668  -1.141
93 C 1.40272 -0.15421 -3.08503  -1.067
94 N 1.67161 0.65942 -2.10642  1.957
95 C 2.39787 1.78628 -2.34304  -0.154
96 C 2.57551 2.65797 -1.20824  -0.566
97 O 2.01592 2.37901 -0.08388  0.018
98 H 4.54124 4.94616 -2.79667  0.474
99 H 3.01495 1.35352 -5.65123  0.390
100 H 1.60896 -0.63935 -5.17766  0.501
101 H 0.81908 -1.02967 -2.82583  0.367

Properties
Frontier orbital gap: 6.317 eV
F_max: 0.02097 hartree/bohr
Spin multiplicity: 1
LUMO level: 3.90 eV
E: -5790.5226 hartree
Net charge: -2